The following is a DFT calculation (ωB97M-V/def2-TZVPD) of 15 unconnected molecules or ions with the total composition C60H116N4O11 in a non-equilibrium geometry.

CARTESIAN COORDINATES (ANGSTROEM)
H1 -1.55 3.90 -6.05
H2 -0.63 1.91 0.06
C1 0.02 2.40 -6.57
H3 -2.87 -0.02 4.74
H4 -0.76 0.58 5.99
H5 -0.91 -2.59 7.71
C2 1.44 1.38 4.39
H6 -2.47 5.35 2.51
H7 2.17 -1.02 -2.25
H8 -3.67 -1.99 -3.94
H9 4.67 -2.81 -2.30
H10 -0.20 -3.27 -6.13
N1 -3.15 6.95 -1.64
C3 -4.86 1.39 -1.15
C4 4.17 3.86 -1.23
O1 4.33 -2.71 1.16
H11 4.46 0.93 -2.92
C5 -0.65 -3.30 -5.12
C6 3.43 3.89 -2.46
H12 1.48 2.62 6.22
H13 3.84 -5.91 1.44
O2 -4.86 1.19 0.26
O3 0.31 -3.63 -2.99
C7 -5.52 -8.56 0.51
C8 0.17 6.62 -2.87
H14 -6.14 -7.93 -0.12
C9 0.32 1.42 -1.77
H15 -4.82 -2.99 3.34
O4 -0.20 0.08 -2.00
C10 0.67 0.14 0.24
H16 1.49 0.95 6.67
H17 0.98 4.16 0.85
H18 0.36 6.66 -1.73
H19 5.13 5.37 0.05
H20 -5.96 -3.36 -3.06
C11 -0.10 -0.74 -0.75
H21 -3.79 -8.36 -0.82
C12 0.14 -4.89 -3.46
H22 -5.37 -1.97 1.98
C13 2.97 -0.54 -2.87
C14 -3.90 -6.43 2.09
H23 -2.17 3.94 -2.46
O5 -1.75 1.98 -5.12
H24 0.35 -1.71 -1.04
N2 -4.16 -6.15 3.17
H25 -3.62 -3.77 -3.40
C15 5.50 0.36 2.87
H26 -0.16 2.15 -2.38
H27 6.20 -0.53 2.77
C16 -5.11 -2.99 -1.04
H28 1.32 6.59 2.25
H29 -0.03 2.10 2.79
H30 -0.87 2.24 6.68
H31 1.45 -2.87 -4.61
C17 6.30 5.11 -1.72
H32 -3.85 3.82 -0.24
O6 -3.74 -2.84 -0.74
H33 -1.18 4.70 -1.27
H34 -2.90 -3.03 2.12
C18 0.56 4.68 1.75
C19 4.00 0.27 -2.18
H35 1.03 4.33 2.70
C20 0.44 -2.78 -4.15
C21 -0.54 -3.40 5.79
H36 -2.14 2.52 -7.11
H37 -5.78 -2.39 -0.36
H38 3.72 0.85 -1.21
H39 -5.01 0.41 -1.54
C22 4.49 0.44 1.72
C23 1.09 1.63 5.90
H40 -0.61 -2.28 4.03
C24 -3.29 2.91 -0.19
H41 6.97 4.43 -1.14
H42 1.96 0.46 4.24
H43 2.54 0.07 -3.70
C25 -1.46 2.79 -6.26
H44 0.53 0.37 -6.63
H45 4.08 2.67 3.41
H46 -3.33 -1.50 5.45
H47 -2.50 -6.80 0.55
C26 -0.91 -4.75 -4.59
C27 1.38 -2.65 4.55
H48 4.92 -1.19 -0.83
H49 6.66 2.02 3.79
C28 -4.72 -0.82 3.84
C29 -3.56 2.04 -1.49
C30 -3.38 -0.94 4.50
H50 0.62 3.23 -6.22
C31 -3.87 1.99 0.86
H51 -0.33 7.54 -3.16
C32 4.84 -1.87 -2.87
C33 5.09 -0.75 -1.84
N3 2.46 -2.30 4.69
C34 -3.59 -6.86 0.68
H52 -0.13 -4.00 3.80
H53 -2.21 3.19 -0.02
H54 -1.13 5.28 3.59
C35 -3.23 -2.03 2.36
C36 0.61 6.19 1.61
C37 6.03 1.80 2.89
O7 -2.46 -1.51 3.51
H55 -3.52 -9.10 0.76
H56 1.08 6.73 -3.41
H57 0.97 6.42 0.61
H58 5.60 -4.41 1.11
H59 -0.28 -5.47 -2.64
H60 5.23 -3.78 2.69
C38 0.02 1.47 3.72
C39 3.57 -4.91 1.72
C40 2.61 -4.33 0.72
C41 0.33 1.55 -0.30
C42 4.83 -3.92 1.69
H61 -5.81 -8.44 1.56
H62 3.58 -0.06 1.86
H63 1.04 1.10 -5.08
H64 -1.92 -4.88 -4.31
H65 -2.73 1.32 -1.47
N4 2.95 3.83 -3.50
C43 -3.03 -2.35 -1.92
C44 -1.69 4.91 -2.23
C45 -0.67 -2.15 6.73
H66 -2.02 -2.86 -1.89
H67 0.20 2.33 -7.61
H68 -1.49 -1.48 6.49
H69 5.07 0.16 3.82
O8 3.67 -1.49 -3.62
C46 -3.88 -2.76 -3.14
H70 -1.09 -0.90 -0.35
H71 1.55 -4.54 0.82
H72 0.18 4.61 -3.29
H73 0.29 -1.59 6.76
O9 4.19 1.84 1.51
H74 2.33 -2.45 1.73
H75 -1.13 0.08 -4.46
H76 1.07 -5.44 -3.77
H77 -0.75 -5.50 -5.43
H78 5.11 3.58 2.15
H79 1.76 0.10 0.22
H80 -1.65 0.05 -6.07
H81 -5.65 -0.82 4.43
H82 4.77 2.95 -1.28
H83 3.20 -4.81 2.74
H84 -3.10 1.44 1.28
H85 -1.49 -2.62 -5.07
H86 6.75 6.09 -1.88
H87 -3.00 -1.34 1.52
C47 -0.80 6.67 1.95
H88 -0.41 0.44 3.51
H89 0.07 -4.13 6.33
H90 -1.34 6.91 0.99
C48 0.03 -3.08 4.44
H91 1.04 2.26 0.06
O10 -0.81 4.31 1.78
H92 -5.69 -9.66 0.33
H93 -4.13 -6.01 0.02
H94 0.30 0.10 1.27
H95 -4.64 0.16 3.34
H96 -0.96 5.44 -4.33
C49 -1.12 0.73 -5.36
C50 0.30 1.09 -5.89
H97 6.11 -0.32 -1.88
H98 3.42 3.73 -0.49
H99 -4.17 2.53 1.76
H100 -0.86 7.56 2.59
C51 -0.45 1.61 5.94
C52 -4.03 -8.30 0.27
H101 -3.54 2.62 -2.42
H102 4.86 -0.04 0.81
C53 4.95 5.19 -1.04
C54 2.94 -2.81 0.86
C55 -2.61 5.99 -1.99
C56 -5.27 -2.70 -2.59
H103 5.69 -1.93 -3.55
H104 6.12 4.67 -2.75
C57 -1.41 5.43 2.57
H105 -5.69 -1.70 -2.51
H106 -5.71 1.97 -1.48
H107 2.83 -4.55 -0.32
H108 4.36 6.06 -1.44
H109 1.39 1.41 -2.20
O11 -0.79 2.12 4.64
C58 4.78 2.61 2.58
H110 2.74 -2.19 -0.02
H111 6.68 1.92 2.04
H112 2.10 2.15 4.05
H113 -1.61 -3.73 5.68
H114 0.18 -1.74 -3.84
C59 -4.64 -2.05 2.86
H115 -2.86 -1.29 -1.79
H116 -5.35 -4.04 -0.77
C60 -0.61 5.34 -3.31

Löwdin population analysis, charges in e, atoms 1 to 99:
1. H 0.1175
2. H 0.0888
3. C -0.1625
4. H 0.1007
5. H 0.0848
6. H 0.0771
7. C -0.1123
8. H 0.1105
9. H 0.1154
10. H 0.1338
11. H 0.1214
12. H 0.1112
13. N 0.1533
14. C -0.2030
15. C -0.1908
16. O -0.1655
17. H 0.1106
18. C -0.1423
19. C -0.2590
20. H 0.1087
21. H 0.0986
22. O -0.1110
23. O -0.1586
24. C -0.1190
25. C -0.1003
26. H 0.0693
27. C -0.1840
28. H 0.0958
29. O -0.1862
30. C -0.1151
31. H 0.1050
32. H 0.1042
33. H 0.0882
34. H 0.1064
35. H 0.0978
36. C -0.1365
37. H 0.1132
38. C -0.2576
39. H 0.1290
40. C -0.2555
41. C -0.2368
42. H 0.0847
43. O -0.1568
44. H 0.1053
45. N 0.1334
46. H 0.0923
47. C -0.1470
48. H 0.0984
49. H 0.1338
50. C -0.2025
51. H 0.0813
52. H 0.1083
53. H 0.1087
54. H 0.1250
55. C -0.1218
56. H 0.0965
57. O -0.1694
58. H 0.1055
59. H 0.1064
60. C -0.2238
61. C -0.1759
62. H 0.1251
63. C -0.1722
64. C -0.2421
65. H 0.1203
66. H 0.1163
67. H 0.1274
68. H 0.0952
69. C -0.1906
70. C -0.1405
71. H 0.0962
72. C -0.1472
73. H 0.0874
74. H 0.0691
75. H 0.1223
76. C -0.1710
77. H 0.0973
78. H 0.1018
79. H 0.1084
80. H 0.1029
81. C -0.1324
82. C -0.2533
83. H 0.0776
84. H 0.1265
85. C -0.1272
86. C -0.1286
87. C -0.2062
88. H 0.0972
89. C -0.2189
90. H 0.0597
91. C -0.1651
92. C -0.1643
93. N 0.1712
94. C -0.1743
95. H 0.1413
96. H 0.0906
97. H 0.1076
98. C -0.1763
99. C -0.1629

---

The following is a DFT calculation (ωB97M-V/def2-TZVPD) of 15 unconnected molecules or ions with the total composition C60H120O45 in a non-equilibrium geometry.

CARTESIAN COORDINATES (ANGSTROEM)
O1 12.06 14.89 26.33
H1 8.99 24.90 20.23
C1 19.48 17.15 20.25
H2 16.83 22.98 29.74
H3 12.85 15.81 23.94
H4 11.08 15.84 24.11
H5 17.10 25.89 28.99
C2 15.55 26.61 18.90
H6 18.76 17.28 19.45
C3 8.83 24.53 18.10
O2 8.81 22.84 19.74
H7 15.56 16.02 28.25
H8 7.72 21.68 21.55
C4 13.99 20.46 27.70
H9 18.21 19.23 32.20
H10 7.00 21.02 22.97
C5 10.00 22.52 20.09
H11 16.09 18.33 14.65
H12 9.80 15.72 21.47
C6 15.16 21.86 20.80
H13 13.67 23.20 16.86
H14 9.68 17.44 25.57
H15 16.60 28.50 17.64
H16 9.89 21.89 22.98
C7 14.51 16.68 19.95
H17 11.10 19.19 16.81
C8 12.55 24.83 29.66
H18 10.94 14.39 30.21
H19 19.06 25.02 15.09
C9 15.77 20.78 30.84
O3 17.45 16.38 26.39
C10 14.26 20.54 22.45
C11 13.90 18.70 16.24
H20 14.08 27.90 16.19
H21 13.84 16.29 27.73
C12 17.45 23.75 29.29
H22 18.36 19.51 25.67
C13 16.59 17.19 26.19
C14 19.52 20.46 20.31
C15 12.03 14.11 25.13
H23 16.49 17.39 19.29
H24 11.76 17.72 17.43
O4 11.60 23.37 26.64
H25 9.28 17.25 21.86
O5 17.62 22.43 26.05
H26 16.53 23.83 16.53
O6 16.79 12.97 22.75
H27 14.74 15.82 20.58
H28 15.56 22.53 26.12
O7 15.52 22.69 14.28
H29 16.69 18.15 17.13
H30 16.12 17.89 20.85
C16 15.41 14.66 23.48
O8 17.05 11.43 21.37
H31 16.87 20.55 23.80
H32 14.72 22.22 28.84
H33 17.27 11.46 19.25
H34 14.06 19.37 27.76
C17 13.65 18.69 23.95
H35 12.20 23.73 23.36
O9 12.41 26.05 16.12
C18 11.67 23.95 24.29
C19 11.95 15.20 23.98
C20 14.35 21.21 29.05
H36 10.61 24.00 24.07
C21 11.94 14.26 27.50
H37 14.94 15.13 26.94
H38 10.92 18.32 26.38
C22 16.82 10.86 20.04
H39 12.06 24.94 24.55
O10 11.94 15.39 19.82
H40 11.11 13.51 25.08
C23 9.52 19.91 24.77
H41 14.37 24.27 11.06
H42 13.09 25.05 20.24
H43 20.45 16.89 19.81
O11 14.77 25.59 19.29
O12 13.17 19.21 17.24
O13 11.22 17.20 21.02
H44 14.63 21.08 18.82
H45 15.33 18.60 19.38
C24 15.75 23.88 14.02
H46 12.07 25.72 30.08
H47 16.33 21.00 19.23
H48 9.62 25.91 12.40
H49 12.95 20.64 27.44
O14 16.37 24.84 14.66
H50 17.19 9.84 19.97
C25 16.82 12.69 21.50
H51 8.66 22.87 23.51
C26 15.63 17.69 19.90
C27 11.90 25.12 15.42
H52 13.60 25.05 29.47
O15 16.68 18.33 25.46
C28 12.11 16.48 20.35
O16 13.68 17.59 15.74
H53 10.91 23.67 13.26
H54 16.98 25.56 16.54
H55 14.66 20.76 26.90
H56 12.73 14.28 29.97
H57 17.33 14.94 22.52
O17 11.88 13.03 27.66
H58 16.07 22.58 24.50
H59 15.17 29.07 15.39
O18 17.25 23.60 27.89
C29 9.93 16.75 21.13
H60 14.29 22.52 20.88
O19 14.12 21.42 23.27
C30 17.11 18.82 16.37
H61 15.48 22.94 11.43
C31 16.10 19.21 15.28
H62 9.43 17.85 27.31
O20 14.68 20.66 21.25
H63 12.34 23.76 17.78
O21 11.88 15.21 28.41
C32 12.01 22.92 25.33
O22 14.06 19.21 22.73
H64 13.84 23.08 12.18
H65 16.45 20.08 14.73
C33 16.35 22.93 25.49
C34 17.50 20.06 32.26
H66 11.30 20.64 21.78
H67 17.08 19.00 23.02
C35 16.85 25.11 29.72
H68 18.52 18.04 24.60
O23 15.50 21.83 31.51
C36 16.96 24.65 15.95
O24 13.54 24.43 27.01
H69 15.77 25.09 29.59
C37 8.50 24.19 19.57
H70 17.33 14.40 24.22
C38 14.87 16.11 27.41
C39 15.43 21.61 19.34
H71 12.70 24.10 30.46
C40 12.43 23.98 27.40
H72 18.48 20.09 23.34
O25 14.85 19.58 15.87
H73 20.13 17.87 22.14
H74 19.57 22.72 18.64
C41 20.06 22.68 19.61
O26 8.88 21.10 24.67
C42 12.58 23.27 16.84
O27 18.32 20.69 20.52
H75 17.16 25.56 30.66
O28 16.76 26.43 18.94
C43 7.94 21.07 22.42
H76 18.51 23.73 29.57
H77 9.34 24.25 11.90
H78 14.14 17.72 24.07
H79 13.06 22.64 25.28
C44 18.06 22.75 27.28
H80 11.66 19.11 18.50
O29 10.22 19.46 23.89
O30 11.01 25.34 14.44
C45 11.83 14.87 29.81
O31 16.76 13.47 20.50
H81 12.85 25.93 18.65
H82 9.76 23.65 14.60
C46 15.51 28.51 17.60
C47 11.88 18.81 17.47
C48 16.84 14.30 23.25
H83 9.44 16.69 20.16
H84 13.89 19.28 24.83
H85 18.50 23.25 15.28
C49 11.06 20.49 20.73
C50 8.88 21.81 23.38
H86 11.84 14.84 22.96
O32 20.40 21.38 19.96
O33 11.03 23.24 20.21
C51 19.58 18.22 21.27
O34 15.31 17.16 26.57
H87 16.94 19.86 33.17
H88 17.99 18.36 15.93
C52 18.47 24.28 15.63
C53 9.84 18.18 26.35
H89 14.85 14.19 24.29
H90 17.26 19.78 16.87
H91 8.03 24.13 17.48
H92 19.03 24.26 16.57
H93 18.55 18.30 21.62
H94 15.25 15.72 23.68
H95 11.92 20.96 20.25
O35 15.24 24.44 12.93
O36 16.66 19.84 31.18
H96 8.34 20.11 22.10
O37 9.94 21.20 20.28
O38 12.07 23.78 15.63
H97 12.58 18.52 23.93
H98 10.94 19.47 20.36
H99 11.93 15.75 30.44
H100 11.53 21.96 25.14
H101 17.96 21.05 32.31
O39 13.28 17.19 20.43
H102 15.66 27.43 15.76
H103 9.80 24.14 17.77
C54 14.73 23.61 11.85
H104 12.90 13.46 25.12
H105 8.86 25.61 17.93
O40 11.90 24.09 28.57
H106 19.47 23.24 20.32
H107 15.75 10.74 19.91
H108 21.00 23.22 19.49
O41 19.06 22.21 27.76
H109 7.43 24.12 19.78
H110 16.39 24.02 25.52
O42 9.19 19.41 25.95
O43 15.26 20.37 29.65
C55 13.38 25.88 19.60
H111 19.13 16.32 20.87
C56 9.37 24.92 12.76
H112 15.22 29.51 17.92
H113 14.38 16.16 19.01
C57 17.89 18.87 24.92
H114 15.49 22.59 18.87
C58 17.54 19.70 23.72
C59 15.10 28.28 16.14
H115 13.48 21.33 29.69
H116 16.04 22.32 21.26
O44 20.22 19.42 20.71
H117 8.32 24.93 13.06
C60 10.25 24.28 13.86
O45 14.85 27.67 18.53
H118 14.75 14.60 22.61
H119 13.22 26.81 20.15
H120 12.25 22.23 16.85

Löwdin population analysis, charges in e, atoms 1 to 99:
1. O -0.0087
2. H 0.1284
3. C -0.0667
4. H 0.0974
5. H 0.0466
6. H 0.0674
7. H 0.0760
8. C -0.5851
9. H 0.0692
10. C -0.0332
11. O 0.0294
12. H 0.1041
13. H 0.0657
14. C -0.0099
15. H 0.0998
16. H 0.0872
17. C -0.5813
18. H 0.1179
19. H 0.0904
20. C -0.2173
21. H 0.0891
22. H 0.0846
23. H 0.1203
24. H 0.0908
25. C -0.2001
26. H 0.1041
27. C 0.0156
28. H 0.0992
29. H 0.0781
30. C -0.4988
31. O 0.1345
32. C -0.5923
33. C -0.5378
34. H 0.0604
35. H 0.0828
36. C -0.1806
37. H 0.1296
38. C -0.5756
39. C -0.5603
40. C -0.1587
41. H 0.0547
42. H 0.0995
43. O 0.0642
44. H 0.0949
45. O -0.0097
46. H 0.1177
47. O 0.0640
48. H 0.1063
49. H 0.0623
50. O 0.0849
51. H 0.0594
52. H 0.0690
53. C -0.0625
54. O 0.0334
55. H 0.0691
56. H 0.1121
57. H 0.0935
58. H 0.0651
59. C -0.0513
60. H 0.0759
61. O 0.0585
62. C -0.0402
63. C -0.0297
64. C -0.2045
65. H 0.0629
66. C -0.5879
67. H 0.0957
68. H 0.0928
69. C -0.0048
70. H 0.0864
71. O 0.1280
72. H 0.1246
73. C -0.5933
74. H 0.0889
75. H 0.0792
76. H 0.0867
77. O -0.0139
78. O -0.0141
79. O -0.0188
80. H 0.0702
81. H 0.0687
82. C -0.5955
83. H 0.0960
84. H 0.0552
85. H 0.0829
86. H 0.0677
87. O 0.0385
88. H 0.0900
89. C -0.6306
90. H 0.1200
91. C -0.0314
92. C -0.4642
93. H 0.0632
94. O 0.0084
95. C -0.5541
96. O 0.1101
97. H 0.1128
98. H 0.0969
99. H 0.0579

---

no.,E_HOMO (hartree),E_LUMO (eV),frontier orbital gap (eV)
1,-0.343,0.31,9.630
2,-0.379,0.37,10.688